C3H3FN2S as an isolated structure at a distorted geometry. Source: the Open Molecules 2025 dataset; level of theory: ωB97M-V with the def2-TZVPD basis set.

```
10
Properties=species:S:1:pos:R:3:nbo_charge:R:1
C 0.218 -1.053 -0.169 0.124
C 1.520 0.543 -0.041 -0.176
C 0.199 1.059 -0.263 0.473
H -2.393 -1.037 1.252 0.184
H -0.185 -2.036 -0.442 0.190
H 2.438 1.045 0.395 0.221
N -0.576 0.004 -0.413 -0.482
N 1.508 -0.798 -0.092 -0.410
F -0.352 2.245 -0.096 -0.289
S -2.376 0.027 -0.132 0.167
```

Strongest force on any atom: 4.5 eV/Å
Energy relative to the best compared isomer or geometry (same formula, charge and spin): 299.68 kJ/mol
LUMO level: -0.84 eV
Orbital gap: 7.8 eV
Electronic energy: -723.56957 hartree
Spin multiplicity: 1

***

A 2-piece molecular cluster, C3H3FN4 overall at a distorted geometry. Source: the Open Molecules 2025 dataset; level of theory: ωB97M-V with the def2-TZVPD basis set.

```
11
Properties=species:S:1:pos:R:3:nbo_charge:R:1
C -1.549 0.558 0.520 0.222
C -0.400 -1.356 -0.393 0.219
C -0.478 0.054 -0.259 0.068
N -2.449 0.972 1.094 -0.221
N -0.297 -2.492 -0.501 -0.231
N 0.017 0.830 -1.268 -0.729
N 1.212 0.161 1.136 -0.197
F 2.161 -0.638 0.535 -0.255
H 0.853 0.477 -1.715 0.409
H 0.048 1.825 -1.087 0.408
H 0.881 -0.391 1.939 0.307
```

Strongest force on any atom: 2.4 eV/Å
Energy relative to the best compared isomer or geometry (same formula, charge and spin): 321.63 kJ/mol
LUMO level (spin up / spin down): -1.07 / -1.39 eV
Orbital gap (spin up / spin down): 8.0 / 8.8 eV
Electronic energy: -434.83109 hartree
Spin multiplicity: 1

***

A 2-piece molecular cluster, C3H3FO overall at a distorted geometry. Source: the Open Molecules 2025 dataset; level of theory: ωB97M-V with the def2-TZVPD basis set.

```
8
Properties=species:S:1:pos:R:3:nbo_charge:R:1
C -1.009 -0.991 0.685 -0.649
C 1.321 1.374 -0.445 0.405
C -0.392 -0.558 -0.429 0.399
O 1.017 2.430 0.024 -0.456
F -0.605 -0.902 -1.612 -0.308
H -1.775 -1.782 0.544 0.220
H -0.840 -0.462 1.686 0.241
H 2.283 0.891 -0.453 0.148
```

Strongest force on any atom: 4.9 eV/Å
Energy relative to the best compared isomer or geometry (same formula, charge and spin): 390.43 kJ/mol
LUMO level (spin up / spin down): -0.50 / -0.12 eV
Orbital gap (spin up / spin down): 8.2 / 9.0 eV
Electronic energy: -291.02698 hartree
Spin multiplicity: 1

***

A 2-piece molecular cluster, C3H3FO overall at a distorted geometry. Source: the Open Molecules 2025 dataset; level of theory: ωB97M-V with the def2-TZVPD basis set.

```
8
Properties=species:S:1:pos:R:3:nbo_charge:R:1
C -0.250 0.176 -0.768 0.415
C 1.218 2.408 0.328 0.506
C -0.355 -1.138 -0.052 -0.773
O 2.059 1.847 0.852 -0.511
F -1.388 0.791 -0.935 -0.342
H -0.006 -2.055 -0.491 0.233
H -1.457 -1.076 0.137 0.245
H 0.180 -0.954 0.929 0.227
```

Strongest force on any atom: 2.7 eV/Å
Energy relative to the best compared isomer or geometry (same formula, charge and spin): 48.86 kJ/mol
LUMO level (spin up / spin down): 1.14 / -0.80 eV
Orbital gap (spin up / spin down): 8.9 / 12.3 eV
Electronic energy: -291.04316 hartree
Spin multiplicity: 3

***

A 2-piece molecular cluster, C3H3FO2 overall at a distorted geometry. Source: the Open Molecules 2025 dataset; level of theory: ωB97M-V with the def2-TZVPD basis set.

```
9
Properties=species:S:1:pos:R:3:nbo_charge:R:1
C -3.385 -0.066 0.325 0.694
C 0.337 0.787 0.146 -0.299
C -0.612 -0.027 -0.644 0.300
O -3.821 0.999 0.511 -0.527
O 0.291 0.539 -1.242 -0.377
F -4.196 -0.906 -0.470 -0.360
H 0.148 1.729 0.541 0.196
H 1.328 0.375 0.512 0.192
H -2.438 -0.237 0.932 0.181
```

Strongest force on any atom: 4.4 eV/Å
Energy relative to the best compared isomer or geometry (same formula, charge and spin): 424.46 kJ/mol
LUMO level: 0.28 eV
Orbital gap: 10.5 eV
Electronic energy: -366.28642 hartree
Spin multiplicity: 1

***

C3H3FO2Yb as an isolated structure at a distorted geometry. Source: the Open Molecules 2025 dataset; level of theory: ωB97M-V with the def2-TZVPD basis set.

```
10
Properties=species:S:1:pos:R:3:nbo_charge:R:1
H -0.417 -1.856 -0.151 0.387
H -1.928 -1.581 -1.399 0.245
O -2.750 -0.362 0.071 -0.443
O -0.912 0.511 0.814 -0.527
C -1.861 -1.436 -0.317 -0.189
C -0.273 -0.536 0.164 0.183
C -2.233 0.680 0.648 0.566
H -2.177 -2.316 0.249 0.227
F -0.231 -0.470 -1.217 -0.441
Yb 2.189 1.109 -1.008 0.992
```

Strongest force on any atom: 6.3 eV/Å
Net charge: +1
Energy relative to the best compared isomer or geometry (same formula, charge and spin): 597.13 kJ/mol
LUMO level (spin up / spin down): -3.83 / -5.29 eV
Orbital gap (spin up / spin down): 7.4 / 6.8 eV
Electronic energy: -1524.49759 hartree
Spin multiplicity: 2